Entry 1:
10
Properties=species:S:1:pos:R:3:lowdin_charge:R:1 method="wB97M-V/def2-TZVPD" smiles="S=Cn1ccnn1" de_lowest_ev=1.759 charge=0 lumo_energy_ev=-1.1 molar_mass_g_mol=113.1 energy_ha=-678.5147 homo_lumo_gap_ha=0.31149
S 2.556 -0.861 -1.068 0.688
C 1.330 0.213 -1.139 -0.624
N 0.157 0.195 -0.419 -0.194
C -0.125 -0.559 0.681 -0.079
C -1.325 -0.132 1.129 -0.131
N -1.748 0.846 0.295 0.011
N -0.825 1.136 -0.573 0.053
H 1.320 1.004 -1.886 0.068
H 0.533 -1.362 0.987 0.104
H -1.871 -0.479 1.994 0.104

Entry 2:
10
Properties=species:S:1:pos:R:3:lowdin_charge:R:1 method="wB97M-V/def2-TZVPD" smiles="SN=C1N=CC=N1" de_lowest_ev=1.550 charge=0 lumo_energy_ev=-1.3 molar_mass_g_mol=113.1 energy_ha=-678.5223 homo_lumo_gap_ha=0.29168
S 0.787 2.472 -1.152 0.764
N 0.631 1.613 0.281 -0.276
C 0.172 0.423 0.202 -0.569
N -0.212 -0.266 -0.972 0.100
C -0.589 -1.424 -0.540 -0.096
C -0.444 -1.480 0.937 -0.121
N 0.019 -0.374 1.376 0.123
H 1.274 3.565 -0.516 -0.131
H -0.969 -2.194 -1.182 0.101
H -0.670 -2.334 1.565 0.104

Entry 3:
10
Properties=species:S:1:pos:R:3:lowdin_charge:R:1 method="wB97M-V/def2-TZVPD" smiles="[H]/N=C1/N=CC(=S)N1" de_lowest_ev=0.487 charge=0 lumo_energy_ev=-1.4 molar_mass_g_mol=113.1 energy_ha=-678.5614 homo_lumo_gap_ha=0.28967
H 2.661 -1.697 -0.314 0.056
N 2.024 -1.868 0.455 0.185
C 1.021 -1.112 0.386 -0.463
N -0.041 -1.143 1.340 0.147
C -0.857 -0.223 0.984 -0.118
C -0.442 0.523 -0.235 -0.840
S -1.217 1.752 -0.978 0.690
N 0.728 -0.080 -0.524 0.085
H -1.770 -0.005 1.549 0.122
H 1.274 0.187 -1.300 0.136

Entry 4:
10
Properties=species:S:1:pos:R:3:lowdin_charge:R:1 method="wB97M-V/def2-TZVPD" de_lowest_ev=0.011 charge=+1 lumo_energy_ev=-5.6 molar_mass_g_mol=95.1 energy_ha=-334.8063 homo_lumo_gap_ha=0.39944
C -2.306 0.290 0.148 -0.153
C -0.224 -0.090 0.860 -0.015
C -1.275 0.497 1.162 0.055
N -3.316 0.262 -0.381 0.237
N 2.551 0.036 -1.917 0.027
N 3.071 0.527 -2.742 0.099
N 0.698 -0.753 0.391 0.288
H -1.472 1.232 1.870 0.140
H 0.868 -1.695 0.845 0.217
H 1.405 -0.307 -0.236 0.105

Entry 5:
12
Properties=species:S:1:pos:R:3:lowdin_charge:R:1 method="wB97M-V/def2-TZVPD" smiles="CSC([O-])=C1N=NN=N1" de_lowest_ev=0.000 charge=-1 lumo_energy_ev=3.2 molar_mass_g_mol=143.2 energy_ha=-808.6176 homo_lumo_gap_ha=0.31187
C 1.559 -1.093 -1.743 -0.420
S 0.207 -1.242 -0.529 0.851
C 0.153 0.492 -0.010 -0.684
O 0.918 1.284 -0.508 -0.010
C -0.858 0.666 0.977 -0.493
N -1.205 1.811 1.603 0.007
N -2.170 1.465 2.409 -0.143
N -2.419 0.175 2.300 -0.136
N -1.621 -0.357 1.417 -0.039
H 1.702 -2.072 -2.186 0.014
H 2.459 -0.764 -1.232 0.027
H 1.276 -0.364 -2.496 0.027

Entry 6:
11
Properties=species:S:1:pos:R:3:lowdin_charge:R:1 method="wB97M-V/def2-TZVPD" de_lowest_ev=1.240 charge=+1 lumo_energy_ev="-7.9 / -7.9" molar_mass_g_mol=127.2 energy_ha=-732.9351 homo_lumo_gap_ha="0.27053 / 0.27055"
C -1.071 -0.680 -0.062 -0.490
C -0.460 0.686 -0.089 -0.263
C 1.434 -0.619 0.033 -0.324
N -2.377 -0.472 0.017 0.065
N -1.478 1.535 -0.010 0.110
N -2.532 0.804 0.121 0.072
N 0.853 0.682 -0.060 0.141
S 0.086 -1.890 0.003 1.226
H 2.104 -0.824 -0.811 0.128
H 2.016 -0.743 0.957 0.131
H 1.425 1.521 -0.099 0.204

Entry 7:
11
Properties=species:S:1:pos:R:3:lowdin_charge:R:1 method="wB97M-V/def2-TZVPD" smiles="N=c1nnccnn1" de_lowest_ev=4.650 charge=0 lumo_energy_ev=-0.9 molar_mass_g_mol=109.1 energy_ha=-389.6978 homo_lumo_gap_ha=0.30981
N 1.890 -0.198 0.893 0.149
C 1.068 -0.179 -0.054 -0.587
N 0.795 1.022 -0.698 0.081
N -0.361 1.355 -0.545 0.028
C -1.340 0.865 0.469 -0.072
C -1.578 -0.401 0.413 -0.172
N -0.864 -1.343 -0.342 0.058
N 0.411 -1.315 -0.539 0.123
H 2.031 0.829 1.372 0.135
H -1.903 1.682 1.001 0.129
H -2.131 -0.869 1.260 0.127

Entry 8:
12
Properties=species:S:1:pos:R:3:lowdin_charge:R:1 method="wB97M-V/def2-TZVPD" de_lowest_ev=4.967 charge=0 lumo_energy_ev=-1.2 molar_mass_g_mol=125.1 energy_ha=-464.9181 homo_lumo_gap_ha=0.31828
C -2.320 -1.701 0.268 -0.211
C -1.083 -1.165 0.665 -0.263
C 0.522 0.323 -0.246 -0.637
H -0.506 -1.989 0.850 0.088
H -1.038 -0.696 1.704 0.161
H 2.127 -0.603 1.246 0.330
N -3.377 -2.158 0.299 0.160
N -0.513 -0.352 -0.318 0.107
N 1.403 0.519 0.787 0.079
N 2.354 1.293 0.147 -0.017
N 1.844 1.910 -0.845 0.123
O 0.591 1.258 -1.051 0.078

> Which of these has the lowest charge?

C3H3N4OS